ORCA calculation (ωB97M-V/def2-TZVPD) on C45H51BMnN12S3 as an isolated structure at a distorted geometry.

Each line ends with the Mulliken spin population.
Positions of all 113 atoms, in Å:
Mn 0.121 -0.139 -0.029  4.3726
C 2.241 3.603 2.643  0.0066
C 2.196 2.112 2.754  0.0199
C 2.928 1.431 3.676  0.0100
C 2.993 0.009 3.584  0.0034
N 2.094 -0.648 2.916  -0.0041
N 1.167 0.022 2.153  0.1102
B -0.194 -0.601 2.071  -0.8719
N -1.335 0.137 2.758  0.0337
N -0.964 0.933 3.777  0.0176
C -1.873 1.538 4.498  -0.0036
C -3.232 1.504 4.099  0.0040
C -3.627 0.691 3.077  0.0055
C -5.055 0.607 2.642  -0.0093
C -2.630 -0.119 2.459  0.0256
S -3.075 -1.390 1.414  0.4948
C -1.410 2.163 5.805  -0.0037
C -1.036 0.973 6.713  0.0002
C -2.509 2.991 6.466  -0.0009
C -0.169 3.032 5.586  0.0000
N -0.256 -2.084 2.468  0.0354
N -0.166 -2.396 3.750  0.0320
C -0.238 -3.660 4.102  -0.0035
C -0.274 -4.675 3.119  0.0324
C -0.434 -4.353 1.793  -0.0341
C -0.579 -5.372 0.711  0.0195
C -0.522 -2.978 1.503  0.1086
S -1.109 -2.309 0.025  0.3041
C -0.359 -3.942 5.592  -0.0045
C 0.821 -3.320 6.350  0.0022
C -1.665 -3.270 6.059  0.0015
C -0.424 -5.439 5.891  -0.0008
C 1.450 1.344 1.817  0.1264
S 1.254 1.880 0.214  -0.0323
C 4.152 -0.755 4.203  -0.0005
C 4.558 -0.133 5.545  0.0010
C 3.818 -2.235 4.413  0.0015
C 5.319 -0.633 3.205  -0.0005
H 2.395 4.044 3.627  0.0004
H 1.329 3.998 2.200  -0.0035
H 3.073 3.910 2.005  0.0005
H 3.515 1.972 4.405  0.0001
H -3.957 2.130 4.601  0.0017
H -5.566 1.552 2.821  0.0009
H -5.573 -0.167 3.212  0.0101
H -5.135 0.346 1.588  -0.0143
H -1.858 0.257 6.787  -0.0001
H -0.810 1.335 7.717  -0.0002
H -0.160 0.458 6.314  0.0005
H -3.379 2.385 6.724  -0.0003
H -2.823 3.820 5.828  0.0004
H -2.120 3.416 7.391  -0.0002
H 0.596 2.468 5.060  0.0004
H 0.227 3.347 6.552  0.0001
H -0.416 3.927 5.010  -0.0004
H -0.217 -5.713 3.412  0.0017
H -0.306 -6.361 1.069  -0.0002
H 0.041 -5.113 -0.148  -0.0051
H -1.615 -5.394 0.364  0.0014
H 0.959 -2.281 6.053  -0.0004
H 1.737 -3.880 6.158  -0.0002
H 0.623 -3.355 7.421  0.0001
H -1.626 -2.197 5.867  -0.0004
H -1.794 -3.430 7.129  0.0001
H -2.529 -3.693 5.541  0.0001
H 0.486 -5.954 5.579  0.0002
H -1.286 -5.910 5.415  0.0002
H -0.526 -5.577 6.967  0.0000
H 3.694 -0.002 6.200  -0.0002
H 5.055 0.829 5.418  -0.0001
H 5.263 -0.796 6.047  0.0000
H 3.226 -2.358 5.317  -0.0006
H 4.738 -2.808 4.524  0.0000
H 3.254 -2.640 3.574  -0.0002
H 5.551 0.411 2.985  0.0001
H 5.081 -1.143 2.268  0.0000
H 6.210 -1.096 3.629  0.0001
C -2.885 3.092 0.104  -0.0003
C -1.925 2.181 0.501  0.0552
N -1.549 1.157 -0.272  0.0150
C -2.116 1.111 -1.499  0.0404
C -3.126 2.006 -1.854  -0.0071
N -3.515 2.983 -1.061  0.0074
C -1.484 0.169 -2.429  0.0171
C -1.993 -0.252 -3.643  -0.0061
C -1.262 -1.148 -4.426  0.0063
C -0.006 -1.539 -3.960  0.0074
C 0.425 -1.120 -2.713  -0.0040
N -0.307 -0.281 -1.967  0.0201
C 1.629 -1.600 -2.023  0.0338
C 2.647 -2.330 -2.635  -0.0105
N 3.683 -2.800 -1.968  0.0063
C 3.727 -2.543 -0.666  -0.0042
C 2.743 -1.799 -0.036  0.0386
N 1.686 -1.320 -0.696  -0.0323
C -1.850 -1.747 -5.639  0.0025
C -1.539 -3.060 -5.989  0.0029
C -2.187 -3.638 -7.072  -0.0009
N -3.091 -2.986 -7.787  0.0021
C -3.387 -1.734 -7.475  -0.0008
C -2.791 -1.071 -6.411  0.0021
H -3.156 3.930 0.734  -0.0004
H -1.427 2.307 1.452  0.0008
H -3.611 1.933 -2.821  -0.0002
H -2.977 0.070 -3.950  0.0004
H 0.625 -2.182 -4.556  0.0014
H 2.615 -2.545 -3.697  0.0001
H 4.568 -2.945 -0.115  0.0001
H 2.806 -1.612 1.025  0.0151
H -0.834 -3.645 -5.414  0.0000
H -1.984 -4.661 -7.366  0.0000
H -4.135 -1.249 -8.091  0.0000
H -3.047 -0.038 -6.211  0.0002

The value obtained for the LUMO energy (spin up / spin down) is -5.9 / -6.7 eV. Its energy above the lowest of the compared OMol25 structures with the same formula, charge and spin is 1.899 eV. The spin multiplicity is 6. Its charge is +2. For the HOMO energy (spin up / spin down), the calculation gives -12.7 / -12.4 eV. The total energy is -129864.8935 eV. As for the expectation value of S²: 9.121. As for the gap between HOMO and LUMO (spin up / spin down): 6.79 / 5.68 eV.